1.
{"formula": "C30H26IN4O4Re", "method": "ωB97M-V/def2-TZVPD", "elements": ["Re", "O", "C", "C", "C", "C", "C", "C", "C", "N", "C", "C", "N", "C", "C", "C", "C", "C", "C", "C", "O", "H", "H", "H", "H", "H", "H", "H", "H", "H", "H", "H", "H", "H", "H", "C", "C", "N", "C", "C", "C", "O", "C", "C", "N", "C", "C", "C", "C", "C", "C", "I", "C", "O", "H", "H", "H", "H", "H", "H", "H", "H", "H", "H", "H", "H"], "xyz": [[-0.04717, -0.51889, 1.11117], [0.22541, 1.33473, 1.58869], [-0.04862, 1.88649, 2.76252], [0.79978, 2.87727, 3.26508], [0.50967, 3.46731, 4.47345], [-0.64010, 3.12434, 5.20182], [-1.49977, 2.18434, 4.70079], [-1.20884, 1.52875, 3.48660], [-2.16884, 0.66571, 2.89812], [-1.95281, -0.11495, 1.87957], [-3.13041, -0.66752, 1.18229], [-2.72391, -0.64530, -0.28144], [-1.41303, -1.30248, -0.25874], [-1.25859, -2.39086, -0.93814], [-0.22226, -3.34588, -0.70754], [-0.00315, -4.39360, -1.61815], [0.91513, -5.37324, -1.33562], [1.59869, -5.34858, -0.11281], [1.37140, -4.35517, 0.81305], [0.46733, -3.33279, 0.51680], [0.21862, -2.39468, 1.43360], [1.67979, 3.14064, 2.69261], [1.18069, 4.21816, 4.87018], [-0.84666, 3.61087, 6.14428], [-2.40590, 1.92274, 5.23357], [-3.18372, 0.71299, 3.29029], [-4.01109, -0.05551, 1.37076], [-3.31106, -1.69141, 1.51445], [-2.62407, 0.38178, -0.63674], [-3.42099, -1.18532, -0.92058], [-2.01596, -2.63436, -1.68038], [-0.55730, -4.40748, -2.54922], [1.10287, -6.16801, -2.04355], [2.31269, -6.13015, 0.11129], [1.88229, -4.33501, 1.76569], [2.69449, -0.99270, 3.86580], [3.22139, 0.12836, 3.02387], [4.14025, 0.91836, 3.56004], [4.63411, 1.91561, 2.83177], [4.23474, 2.20108, 1.53925], [4.82833, 3.38764, 0.82283], [3.85010, 4.38109, 0.52410], [3.24623, 1.39247, 0.95032], [2.78362, 1.72035, -0.40344], [1.74597, 1.23155, -0.94779], [1.41474, 1.73546, -2.22613], [1.29767, 3.10545, -2.45397], [0.91861, 3.58037, -3.69984], [0.65630, 2.69374, -4.73277], [0.77615, 1.32765, -4.52008], [1.14410, 0.85498, -3.27090], [1.37265, -1.19206, -2.95118], [2.75879, 0.33261, 1.71293], [1.85072, -0.55180, 1.23560], [2.82553, -0.73562, 4.91420], [3.25524, -1.90951, 3.66837], [1.64531, -1.20946, 3.66347], [5.39356, 2.52895, 3.30644], [5.26316, 3.09548, -0.13333], [5.64220, 3.79905, 1.42366], [3.70950, 4.92588, 1.30425], [3.38753, 2.45349, -0.94011], [1.49155, 3.79139, -1.63819], [0.82777, 4.64606, -3.86228], [0.36018, 3.05961, -5.70652], [0.58899, 0.63193, -5.32675]], "lowdin_charge": [1.767, -0.222, -0.287, 0.023, -0.026, -0.056, -0.016, -0.137, -0.037, -0.122, -0.154, -0.158, -0.138, -0.106, -0.221, -0.052, -0.057, -0.036, 0.020, -0.301, -0.234, 0.117, 0.119, 0.114, 0.123, 0.149, 0.128, 0.135, 0.131, 0.129, 0.148, 0.122, 0.114, 0.118, 0.127, -0.007, -0.261, 0.131, -0.090, -0.146, -0.202, -0.054, -0.067, -0.058, 0.064, -0.347, -0.022, -0.070, -0.081, -0.151, -0.644, 1.034, -0.247, -0.258, 0.085, 0.093, 0.057, 0.118, 0.126, 0.123, 0.093, 0.126, 0.117, 0.109, 0.109, 0.094], "homo_energy_ev": [-10.74, -10.70], "de_lowest_kcal_mol": 47.9, "spin_multiplicity": 2, "gap_ev": [6.261, 6.528], "e_tot_ha": -2054.5460, "charge": 1, "s_squared": 0.76}

2.
{"formula": "C30H26N2O4", "method": "ωB97M-V/def2-TZVPD", "elements": ["C", "C", "C", "C", "C", "C", "C", "C", "C", "C", "C", "C", "C", "C", "C", "C", "C", "H", "H", "H", "H", "H", "H", "H", "H", "H", "H", "H", "H", "H", "H", "H", "H", "H", "C", "C", "C", "C", "C", "N", "O", "O", "C", "C", "C", "C", "C", "C", "N", "O", "O", "C", "C", "H", "H", "H", "H", "H", "H", "H", "H", "H"], "xyz": [[1.67564, 7.70028, -0.64762], [1.24838, 6.27655, -0.57026], [-0.09380, 5.93293, -0.44868], [-0.49018, 4.61502, -0.47944], [0.44981, 3.58019, -0.62567], [0.02633, 2.22621, -0.82299], [0.90835, 1.16166, -0.82926], [0.66434, -0.08014, -1.37495], [1.68223, -1.07744, -1.52292], [1.51614, -2.09052, -2.48108], [2.49012, -3.03673, -2.68726], [3.66236, -3.02666, -1.94258], [4.68589, -4.08598, -2.14356], [3.84432, -2.02698, -0.99481], [2.88471, -1.06466, -0.78945], [1.80851, 3.94419, -0.67982], [2.19118, 5.26228, -0.66183], [2.75799, 7.78037, -0.76022], [1.21858, 8.19160, -1.50678], [1.39084, 8.25119, 0.24824], [-0.82079, 6.72029, -0.33589], [-1.53407, 4.37046, -0.38901], [-1.00062, 2.06053, -1.10069], [1.90271, 1.34704, -0.47053], [-0.28366, -0.25719, -1.85323], [0.63091, -2.09736, -3.09229], [2.36552, -3.79172, -3.44361], [5.53628, -3.96206, -1.47163], [4.25751, -5.07167, -1.96171], [5.06453, -4.06874, -3.16444], [4.75352, -2.00560, -0.41843], [3.05341, -0.30911, -0.04230], [2.56770, 3.19277, -0.78307], [3.23269, 5.52859, -0.73169], [-0.90483, -1.48004, 1.88883], [-1.15421, -2.73943, 1.29099], [-0.09876, -3.65877, 1.10914], [-0.34434, -4.93002, 0.66964], [-1.64061, -5.34023, 0.40418], [-1.92010, -6.70909, 0.00384], [-3.09526, -7.02796, -0.21965], [-0.97793, -7.50582, -0.09480], [-2.69253, -4.45328, 0.55515], [-2.46410, -3.17814, 0.98938], [-1.83710, -0.40628, 1.97769], [-2.77502, -0.15173, 0.95136], [-3.72686, 0.81576, 1.10320], [-3.77525, 1.56754, 2.26829], [-4.82148, 2.55511, 2.44551], [-4.89318, 3.15556, 3.52621], [-5.60467, 2.75431, 1.50741], [-2.83444, 1.37717, 3.26796], [-1.86862, 0.42070, 3.12408], [0.02380, -1.37693, 2.42428], [0.91035, -3.35534, 1.32258], [0.45551, -5.63762, 0.52746], [-3.69019, -4.79969, 0.33613], [-3.30580, -2.53324, 1.16969], [-2.70861, -0.70281, 0.02894], [-4.44743, 1.01790, 0.32718], [-2.89006, 1.98909, 4.15495], [-1.16571, 0.24375, 3.91984]], "lowdin_charge": [-0.046, -0.269, -0.029, -0.009, -0.216, 0.025, -0.084, 0.025, -0.222, -0.010, -0.030, -0.268, -0.044, -0.030, -0.011, -0.011, -0.033, 0.078, 0.089, 0.088, 0.119, 0.116, 0.120, 0.090, 0.123, 0.116, 0.119, 0.080, 0.090, 0.088, 0.113, 0.109, 0.104, 0.113, -0.017, -0.232, -0.033, -0.012, -0.170, -0.341, 0.041, 0.040, -0.004, -0.024, -0.235, -0.053, -0.008, -0.171, -0.341, 0.045, 0.040, -0.008, -0.018, 0.102, 0.107, 0.115, 0.118, 0.105, 0.112, 0.117, 0.118, 0.112], "homo_energy_ev": -5.94, "de_lowest_kcal_mol": 178.3, "gap_ev": 2.988, "e_tot_ha": -1568.9736, "charge": 0}